{
  "formula": "C47H60N13O3P2RbSi",
  "method": "ωB97M-V/def2-TZVPD",
  "species": ["Rb", "C", "Si", "C", "C", "C", "C", "C", "C", "P", "C", "C", "C", "C", "C", "C", "C", "C", "C", "C", "C", "C", "C", "C", "C", "C", "C", "C", "P", "C", "C", "C", "C", "C", "C", "C", "C", "C", "C", "C", "C", "H", "H", "H", "H", "H", "H", "H", "H", "H", "H", "H", "H", "H", "H", "H", "H", "H", "H", "H", "H", "H", "H", "H", "H", "H", "H", "H", "H", "H", "H", "H", "N", "C", "C", "N", "H", "H", "H", "H", "H", "H", "H", "H", "N", "C", "N", "N", "N", "N", "C", "N", "N", "N", "N", "H", "O", "H", "H", "O", "H", "H", "O", "H", "H", "C", "C", "N", "C", "C", "C", "C", "N", "H", "H", "H", "H", "H", "H", "H", "H", "H", "H", "H", "H", "H", "H"],
  "xyz": [[-0.0300, 0.3063, -0.6847], [-1.2179, -2.7364, -0.1966], [-2.0775, -3.1543, 1.4982], [-0.7502, -4.3023, 2.3808], [-1.2805, -5.4205, 3.0621], [-0.4860, -6.3625, 3.7017], [0.8997, -6.2398, 3.6523], [1.4609, -5.1589, 2.9899], [0.6631, -4.1790, 2.3777], [1.4554, -2.6666, 1.6257], [2.8974, -3.4830, 0.7618], [4.1555, -3.7599, 1.3026], [5.1441, -4.3762, 0.5396], [4.8970, -4.7220, -0.7844], [3.6580, -4.4342, -1.3439], [2.6750, -3.8159, -0.5797], [2.3419, -1.9549, 3.0774], [3.2618, -0.9341, 2.8059], [3.9229, -0.2753, 3.8309], [3.6598, -0.6086, 5.1587], [2.7338, -1.6010, 5.4406], [2.0782, -2.2698, 4.4061], [-2.1726, -1.6733, 2.7397], [-1.8229, -1.8307, 4.0973], [-2.1873, -0.9060, 5.0687], [-2.9227, 0.2290, 4.7350], [-3.2772, 0.4382, 3.4062], [-2.9265, -0.4849, 2.4249], [-3.3282, -0.3213, 0.6466], [-4.8800, -1.3178, 0.5260], [-5.3171, -1.6479, -0.7526], [-6.5273, -2.3108, -0.9426], [-7.3126, -2.6515, 0.1496], [-6.8777, -2.3301, 1.4315], [-5.6739, -1.6644, 1.6166], [-4.0337, 1.3857, 0.5552], [-3.1493, 2.3999, 0.1797], [-3.5619, 3.7246, 0.0873], [-4.8844, 4.0508, 0.3569], [-5.7825, 3.0497, 0.7148], [-5.3611, 1.7267, 0.8134], [-0.5629, -3.5825, -0.4417], [-0.6180, -1.8242, -0.2288], [-1.9780, -2.6638, -0.9850], [-2.3629, -5.5392, 3.0659], [-0.9382, -7.1997, 4.2238], [1.5379, -6.9793, 4.1233], [2.5409, -5.0730, 2.9614], [4.3755, -3.4836, 2.3274], [6.1109, -4.5877, 0.9837], [5.6672, -5.2031, -1.3754], [3.4587, -4.6750, -2.3822], [1.7219, -3.5603, -1.0380], [3.4361, -0.6452, 1.7700], [4.6318, 0.5145, 3.6018], [4.1619, -0.0807, 5.9613], [2.5180, -1.8622, 6.4706], [1.3463, -3.0336, 4.6395], [-1.2456, -2.7036, 4.3940], [-1.8787, -1.0607, 6.0991], [-3.2090, 0.9459, 5.4967], [-3.8392, 1.3279, 3.1402], [-4.6952, -1.4098, -1.6122], [-6.8517, -2.5625, -1.9467], [-8.2523, -3.1720, 0.0051], [-7.4792, -2.6056, 2.2924], [-5.3295, -1.4313, 2.6192], [-2.1198, 2.1664, -0.0507], [-2.8477, 4.4889, -0.2047], [-5.2170, 5.0795, 0.2772], [-6.8186, 3.2992, 0.9176], [-6.0703, 0.9557, 1.0931], [1.8762, 2.3589, 2.4517], [1.5258, 3.1043, 3.6707], [0.0698, 3.5374, 3.6583], [-0.8369, 2.3881, 3.6294], [2.8809, 2.2667, 2.3763], [1.5585, 2.8952, 1.6465], [2.1288, 4.0071, 3.8024], [1.6987, 2.4551, 4.5342], [-0.0937, 4.1114, 2.7457], [-0.0948, 4.2087, 4.5083], [-1.7819, 2.6552, 3.3931], [-0.8676, 1.8919, 4.5108], [-0.7492, 4.0686, -2.8455], [-0.1584, 4.2783, -1.5964], [0.0802, 5.5060, -1.1532], [0.6527, 5.3182, 0.0509], [0.7340, 4.0478, 0.2938], [0.2175, 3.3324, -0.7380], [-0.5112, 2.8743, -3.5427], [0.0109, 2.8648, -4.7672], [0.0280, 1.5730, -5.1132], [-0.4472, 0.8644, -4.1267], [-0.8145, 1.6663, -3.1025], [-0.6181, 4.8692, -3.4402], [0.4985, -1.7365, -3.2144], [0.3935, -0.8718, -3.6522], [-0.4164, -1.9964, -3.0404], [-2.6484, -0.7682, -3.0991], [-2.9864, -0.1307, -2.4601], [-1.9998, -0.2507, -3.6081], [0.3412, 0.0848, 2.0237], [-0.4636, 0.2036, 2.5463], [0.8782, 0.8862, 2.2208], [6.1457, 2.5843, -3.2527], [5.9387, 2.4569, -1.7409], [4.5499, 2.3699, -1.3158], [3.7888, 3.6095, -1.1485], [3.0042, 4.0535, -2.3844], [3.8798, 1.1723, -1.2550], [4.6922, -0.0933, -1.4426], [2.6199, 1.0363, -1.0377], [7.2111, 2.5129, -3.4992], [5.7728, 3.5416, -3.6211], [5.6110, 1.7915, -3.7822], [6.3750, 3.3257, -1.2484], [6.4786, 1.5879, -1.3779], [4.4919, 4.3847, -0.8427], [3.0896, 3.4798, -0.3251], [3.6672, 4.3524, -3.2011], [2.3646, 4.9040, -2.1254], [2.3568, 3.2484, -2.7454], [5.4108, -0.2268, -0.6268], [5.2424, -0.0943, -2.3884], [3.9987, -0.9293, -1.4362], [2.0930, 1.9043, -0.9164]],
  "forces_ev_per_a": [[0.0, 0.2, -0.3], [-0.1, 0.3, 0.1], [-0.1, -0.6, 0.1], [0.3, 0.1, 0.1], [0.1, 0.2, -0.1], [0.1, 0.1, -0.1], [-0.1, 0.1, -0.1], [-0.2, 0.1, -0.1], [-0.1, -0.1, 0.1], [0.3, -0.6, 0.1], [-0.1, 0.0, -0.1], [0.0, 0.0, -0.1], [-0.1, 0.0, 0.0], [-0.1, 0.1, 0.1], [0.0, 0.0, 0.1], [0.0, 0.1, 0.0], [0.0, 0.1, -0.1], [0.0, 0.0, 0.0], [-0.1, -0.1, 0.0], [0.0, 0.0, -0.1], [0.0, 0.0, -0.1], [0.1, 0.0, 0.1], [-0.3, 0.5, -0.2], [-0.1, 0.1, -0.1], [0.0, 0.0, -0.1], [0.0, -0.2, 0.0], [0.0, -0.2, 0.0], [0.6, -0.7, 0.1], [-0.5, 0.3, 0.2], [0.0, 0.2, -0.1], [-0.1, -0.1, -0.1], [0.1, 0.1, 0.0], [0.1, 0.0, 0.0], [0.0, 0.0, 0.0], [0.0, -0.1, 0.1], [0.1, 0.0, 0.0], [-0.1, 0.1, 0.1], [0.0, 0.0, 0.0], [0.0, -0.1, 0.0], [0.1, 0.0, 0.0], [0.0, 0.1, 0.0], [-0.1, 0.1, 0.0], [-0.2, -1.0, 0.2], [0.1, 0.0, 0.1], [0.1, 0.0, 0.0], [0.0, 0.0, 0.0], [0.0, 0.0, 0.0], [0.0, 0.1, 0.0], [0.0, 0.0, 0.0], [0.0, 0.0, 0.0], [0.0, 0.0, 0.0], [0.0, 0.0, 0.0], [0.1, 0.0, 0.0], [0.0, 0.0, 0.1], [0.0, 0.0, 0.0], [0.0, 0.0, 0.0], [0.0, 0.0, 0.0], [0.0, 0.0, 0.0], [-0.1, 0.1, 0.0], [0.0, 0.0, 0.0], [0.0, 0.0, 0.0], [0.0, 0.0, -0.1], [-0.1, 0.0, 0.1], [0.0, 0.0, 0.0], [0.0, 0.0, 0.0], [0.1, 0.0, 0.0], [0.0, 0.0, -0.1], [0.1, 0.0, 0.0], [0.0, -0.1, 0.0], [0.0, 0.0, 0.0], [0.0, 0.0, 0.0], [0.0, 0.0, 0.0], [0.0, 0.2, 0.4], [0.0, -0.3, -0.2], [-0.2, -0.3, -0.3], [0.2, 0.3, 0.0], [0.0, -0.1, 0.0], [0.0, 0.2, -0.2], [0.1, 0.1, 0.0], [0.1, 0.0, 0.1], [-0.1, 0.1, 0.0], [0.0, 0.1, 0.1], [0.0, 0.0, 0.0], [0.0, 0.0, 0.0], [0.1, -0.3, 0.2], [-0.2, -0.2, 0.0], [0.0, 0.2, 0.2], [-0.1, -0.2, -0.1], [-0.1, 0.0, -0.2], [0.1, 0.4, 0.0], [0.0, 0.3, 0.0], [0.0, -0.1, -0.2], [-0.1, 0.1, 0.3], [0.1, 0.1, -0.1], [0.1, 0.0, -0.3], [0.0, 0.1, -0.1], [0.0, -0.1, 0.1], [-0.1, 0.0, -0.1], [0.0, 0.0, 0.0], [-0.1, -0.1, 0.0], [0.1, 0.0, 0.0], [0.0, 0.0, 0.0], [-0.2, 0.0, 0.2], [0.1, 0.1, 0.0], [0.0, 0.0, 0.1], [0.0, 0.0, 0.0], [-0.2, 0.1, -0.1], [0.1, 0.1, 0.0], [0.0, -0.1, -0.2], [0.0, 0.0, 0.0], [-0.5, -0.1, 0.0], [-0.1, 0.1, 0.0], [0.6, -0.1, 0.1], [-0.1, 0.0, 0.0], [0.0, -0.1, 0.0], [0.1, 0.1, 0.0], [0.1, 0.1, 0.1], [0.0, -0.1, 0.1], [0.1, 0.1, 0.0], [0.0, 0.0, 0.1], [0.0, 0.0, 0.0], [0.1, -0.1, 0.0], [0.1, 0.1, 0.0], [0.0, 0.0, -0.1], [-0.1, 0.0, 0.1], [0.0, 0.0, 0.0], [0.4, 0.1, -0.2]],
  "total_charge": -2,
  "mol_weight_g_mol": 1030.59,
  "homo_lumo_gap_ev": 4.556,
  "e_lumo_ev": 3.60,
  "e_homo_ha": -0.0352,
  "spin_multiplicity": 1
}



{
  "formula": "C5H8N2",
  "method": "ωB97M-V/def2-TZVPD",
  "species": ["C", "C", "C", "N", "C", "C", "N", "H", "H", "H", "H", "H", "H", "H", "H"],
  "xyz": [[-1.3798, -1.2606, -0.2017], [-1.0529, 0.1660, -0.5246], [-0.2285, 1.7458, 0.5213], [0.1593, 0.6814, -0.2292], [1.4842, 0.1337, -0.3910], [1.8717, -0.7586, 0.7212], [2.1269, -1.4613, 1.6040], [-1.1912, -1.4710, 0.8552], [-0.7485, -1.9631, -0.7672], [-2.4210, -1.5128, -0.4103], [-1.7071, 0.7828, -1.1268], [0.1652, 2.7344, 0.2838], [-0.7874, 1.6020, 1.4358], [1.5380, -0.4044, -1.3416], [2.1711, 0.9858, -0.4288]],
  "forces_ev_per_a": [[-0.1, -0.1, 0.1], [0.0, -0.2, -0.2], [0.0, 0.3, 0.1], [-0.2, 0.0, 0.0], [0.0, 0.0, -0.1], [0.2, -0.6, 0.7], [-0.2, 0.7, -0.9], [0.0, 0.0, 0.0], [-0.1, 0.2, 0.0], [0.1, 0.1, -0.1], [0.1, -0.1, 0.1], [-0.1, -0.1, 0.1], [0.1, -0.1, -0.1], [0.1, 0.0, 0.1], [0.0, -0.2, 0.0]],
  "total_charge": 0,
  "mol_weight_g_mol": 96.13,
  "homo_lumo_gap_ev": 8.655,
  "e_lumo_ev": 0.70,
  "e_homo_ha": -0.2924,
  "spin_multiplicity": 1
}



{
  "formula": "C19H19ClN2O3S",
  "method": "ωB97M-V/def2-TZVPD",
  "species": ["C", "H", "O", "C", "C", "C", "C", "C", "C", "H", "H", "C", "O", "N", "S", "C", "C", "N", "C", "O", "C", "C", "C", "C", "C", "C", "H", "H", "Cl", "H", "H", "C", "C", "H", "H", "H", "H", "H", "H", "H", "H", "H", "H", "H", "H"],
  "xyz": [[7.0845, 3.1661, 0.1259], [7.8170, 2.3521, -0.3554], [6.2089, 2.7615, 0.8900], [5.1968, 1.7451, 0.4148], [4.2318, 1.1342, 1.2188], [3.1905, 0.3131, 1.0511], [3.1020, -0.1942, -0.1464], [4.0977, 0.4215, -1.3587], [5.0359, 1.3391, -0.9654], [5.8354, 1.6092, -1.6189], [4.0097, 0.2296, -2.2307], [2.0826, -0.9582, -0.8418], [2.1405, -1.6815, -2.0121], [1.3215, -1.3856, 0.2202], [0.4339, -2.6744, -0.6490], [-0.6365, -3.0916, 1.0867], [-2.0103, -3.2862, 0.7052], [-2.6118, -1.8730, 0.3756], [-3.7509, -1.4328, 0.5808], [-4.5857, -2.3121, 1.3270], [-4.4165, -0.1797, 0.2241], [-5.6658, 0.0282, -0.2616], [-6.1035, 1.2866, -0.6295], [-5.5388, 2.3609, -0.0229], [-4.3194, 2.3891, 0.3178], [-3.6832, 0.9982, 0.8018], [-2.8637, 0.7170, 1.4125], [-3.8171, 3.2737, 0.9165], [-6.2367, 3.8271, -0.4130], [-6.9714, 1.2182, -1.1899], [-6.0194, -0.8532, -0.8235], [-1.7506, -0.9813, -0.6196], [-0.8468, -1.7291, -1.4342], [-1.4767, -2.6376, -2.0243], [-0.3725, -1.2009, -2.1507], [-0.9927, -0.1845, 0.1896], [-2.3143, -0.2388, -1.2154], [-2.6093, -3.4381, 1.7974], [-2.2516, -3.8055, -0.1327], [-0.4459, -2.1620, 1.7878], [-0.1334, -4.0993, 1.4854], [2.3883, 0.1058, 1.9548], [4.1682, 1.6410, 2.4121], [7.5954, 3.7013, 0.6637], [6.4839, 3.7812, -0.8639]],
  "forces_ev_per_a": [[-0.2, -2.8, -13.9], [-1.4, 1.3, 0.7], [-9.9, -6.9, 5.4], [-0.6, -0.4, -0.7], [3.4, 6.4, 7.1], [-3.1, -1.1, 3.4], [2.9, 2.1, -10.3], [-0.5, 2.2, 15.5], [1.3, -0.1, 1.3], [0.1, 0.6, -0.9], [-1.5, -3.2, -10.8], [0.2, -5.7, 0.6], [-0.6, 4.1, 4.2], [-1.6, -1.5, -3.9], [-0.1, 0.6, 4.4], [4.3, -0.1, -0.3], [-3.8, 4.5, 5.6], [7.3, 0.7, -4.4], [-10.2, -5.4, 5.5], [3.3, 4.0, -3.2], [4.6, 4.1, 3.9], [0.1, -1.4, -3.6], [-0.4, -3.7, 2.1], [-3.9, 1.0, -3.9], [9.8, -2.8, 8.5], [-5.0, 0.5, -4.8], [1.0, 0.9, 0.3], [-1.2, -1.5, -1.9], [-1.5, 2.6, -0.2], [-1.6, 1.0, -0.9], [-0.7, 0.5, 0.7], [0.9, 3.0, 5.3], [-2.5, -5.9, -1.0], [1.5, 2.4, 1.2], [1.5, 1.9, -2.4], [-2.2, -2.4, -2.5], [-0.2, -0.8, 0.6], [1.0, -0.5, -3.4], [-0.7, -2.4, -1.8], [-0.3, -2.1, -1.5], [-1.1, 2.4, -0.8], [2.4, 0.4, -2.6], [0.7, -1.4, -3.4], [6.1, 6.6, 4.7], [2.3, -1.2, 2.2]],
  "total_charge": 0,
  "mol_weight_g_mol": 390.89,
  "homo_lumo_gap_ev": 8.361,
  "e_lumo_ev": -0.15,
  "e_homo_ha": -0.3129,
  "spin_multiplicity": 1
}



{
  "formula": "CH5BrP2",
  "method": "ωB97M-V/def2-TZVPD",
  "species": ["C", "P", "P", "Br", "H", "H", "H", "H", "H"],
  "xyz": [[-1.3394, -1.0685, -0.0853], [-0.1104, 1.0206, -0.7482], [1.5300, 0.7846, 0.6729], [2.7879, -0.6128, -0.4600], [-0.9741, -1.3847, 0.9292], [-1.1978, -1.8404, -0.8080], [-2.2878, -0.7308, 0.0381], [-0.7732, 1.8672, 0.3670], [2.3648, 1.9649, 0.0945]],
  "forces_ev_per_a": [[4.1, 1.3, 1.2], [-2.4, -1.4, 1.9], [1.2, 1.7, -0.4], [0.4, -0.8, -0.4], [0.1, 0.5, -1.1], [0.2, -0.1, -0.7], [-2.8, 1.1, -0.1], [0.6, -1.0, -1.5], [-1.4, -1.3, 0.9]],
  "total_charge": 0,
  "mol_weight_g_mol": 158.90,
  "homo_lumo_gap_ev": 8.665,
  "e_lumo_ev": -0.16,
  "e_homo_ha": -0.3242,
  "spin_multiplicity": 1
}